The following is a DFT calculation (ωB97M-V/def2-TZVPD) of a 2-piece molecular cluster, C11H4Cl4NO3 overall.

For the gap between HOMO and LUMO, the calculation gives 0.1370 Eh. For the total energy, the calculation gives -2542.84720 hartree. For the energy relative to the best compared isomer or geometry (same formula, charge and spin), the calculation gives 80.33 kJ/mol. Its total charge is -1.

Each line ends with the Mulliken charge.
Cartesian coordinates (Å):
Cl 2.5312 -1.3143 2.6703  -0.154
C 1.1121 -0.3857 2.7502  0.327
C 1.1138 0.9749 2.8029  0.231
Cl 2.5384 1.9013 2.7342  -0.166
C -0.1455 1.7780 2.8363  0.377
O -0.1455 3.0063 2.8155  -0.638
C -1.4047 0.9749 2.8029  0.231
Cl -2.8294 1.9013 2.7342  -0.166
C -1.4030 -0.3857 2.7503  0.327
Cl -2.8221 -1.3143 2.6703  -0.154
C -0.1455 -1.1929 2.7888  0.325
O -0.1455 -2.4135 2.8792  -0.566
N -0.1455 -2.6719 -0.0137  -0.086
C -0.1455 -1.9478 -1.1855  0.122
O -0.1455 -0.6997 -1.1072  -0.785
C -0.1455 -2.6665 -2.4732  -0.600
C -0.1455 -4.0361 -2.5273  -0.151
C -0.1455 -4.7222 -1.2988  -0.662
C -0.1455 -3.9764 -0.0921  -0.084
H -0.1455 -2.0507 -3.3657  0.341
H -0.1455 -4.5630 -3.5047  0.307
H -0.1455 -5.8170 -1.2469  0.295
H -0.1455 -4.5160 0.8612  0.328